{
  "formula": "C19H18N7PtS2Se",
  "method": "ωB97M-V with the def2-TZVPD basis set",
  "symbols": ["Pt", "C", "C", "N", "C", "C", "S", "C", "C", "S", "C", "N", "C", "H", "H", "H", "H", "H", "H", "H", "H", "N", "C", "C", "N", "C", "C", "N", "C", "C", "N", "H", "H", "H", "H", "H", "H", "Se", "C", "C", "C", "N", "C", "C", "H", "H", "H", "H"],
  "coordinates": [[0.007245, 0.195915, -0.416067], [2.686795, -0.320192, -2.329297], [2.944849, 0.015145, -0.899078], [2.005598, 0.235936, -0.006602], [2.523011, 0.525145, 1.256157], [3.875900, 0.520531, 1.282470], [4.511693, 0.152071, -0.256235], [1.633829, 0.801227, 2.394728], [1.989608, 0.862231, 3.706567], [0.601149, 1.099824, 4.665588], [-0.379587, 1.108387, 3.253175], [0.296413, 0.961282, 2.155306], [-1.867939, 1.232594, 3.297131], [1.611814, -0.333937, -2.500891], [3.096611, -1.299455, -2.577828], [3.148364, 0.415127, -2.988785], [4.526253, 0.706824, 2.120395], [2.967036, 0.752550, 4.146590], [-2.239140, 1.276763, 4.318630], [-2.309635, 0.368797, 2.797554], [-2.185208, 2.134710, 2.771748], [-3.691029, 1.734195, -0.755089], [-4.175856, 0.442414, -0.695375], [-3.091238, -0.378133, -0.730756], [-1.964194, 0.397836, -0.826127], [-2.350399, 1.658917, -0.826533], [-1.324379, 2.677976, -0.918607], [-0.053546, 2.319604, -0.855441], [0.684569, 3.462784, -1.015330], [-0.157111, 4.519407, -1.178630], [-1.432645, 4.005278, -1.120703], [-4.252981, 2.567336, -0.727654], [-5.227772, 0.229359, -0.637332], [-3.036684, -1.451775, -0.714367], [1.760384, 3.454411, -0.998408], [0.032878, 5.565863, -1.334917], [-2.277619, 4.540599, -1.224370], [-0.178737, -1.879958, 0.762342], [-0.000007, -3.368621, -0.430215], [-1.033097, -4.290505, -0.526254], [-0.855635, -5.407881, -1.332187], [0.249510, -5.645590, -2.033050], [1.234021, -4.754597, -1.931293], [1.162552, -3.613259, -1.147952], [-1.953509, -4.149280, 0.024747], [-1.646652, -6.144078, -1.424897], [2.130694, -4.969595, -2.502738], [2.003825, -2.934188, -1.090098]],
  "forces_ev_per_angstrom": [[0.685, 0.483, -0.145], [0.013, 0.006, 0.007], [-0.151, 0.001, -0.024], [0.139, -0.041, 0.252], [-0.087, 0.060, -0.079], [0.110, -0.006, 0.034], [0.107, -0.046, -0.011], [-0.041, -0.120, -0.174], [0.090, -0.016, 0.013], [-0.015, -0.009, 0.058], [0.099, -0.005, 0.041], [-0.135, 0.165, 0.267], [0.046, 0.020, -0.042], [-0.007, -0.035, -0.016], [0.005, 0.013, 0.001], [0.007, 0.002, 0.004], [-0.036, 0.036, 0.009], [-0.015, -0.018, 0.005], [-0.006, 0.004, -0.002], [-0.008, 0.003, 0.014], [0.000, 0.007, 0.017], [-0.056, -0.137, -0.005], [0.047, 0.039, -0.027], [0.002, 0.029, -0.136], [-0.125, -0.195, 0.492], [-0.018, 0.190, -0.248], [-0.098, 0.186, -0.052], [-0.587, -0.261, -0.356], [0.131, -0.133, 0.069], [-0.046, -0.010, -0.011], [0.140, 0.084, 0.071], [-0.008, 0.010, -0.029], [0.000, 0.015, -0.010], [0.024, 0.004, 0.079], [-0.004, -0.008, -0.005], [-0.006, -0.004, 0.007], [-0.013, -0.006, 0.001], [-0.149, -0.345, 0.084], [-0.081, 0.121, -0.057], [0.071, -0.053, -0.037], [0.025, 0.004, -0.049], [-0.019, 0.026, 0.031], [-0.028, 0.001, -0.021], [0.006, -0.009, -0.057], [-0.008, -0.019, -0.009], [0.002, -0.003, 0.016], [0.006, 0.003, 0.001], [-0.009, -0.031, 0.030]],
  "fmax_ha_per_bohr": 0.0165,
  "molar_mass_g_mol": 682.574,
  "relative_energy_ev": 0.000,
  "total_charge": 1
}